The following is a DFT calculation (wB97M-V/def2-TZVPD) of C41H51CsN8O6S4 as an isolated structure at a distorted geometry.

Geometry as ORCA input:
```
! wB97M-V def2-TZVPD RIJCOSX def2/J DEFGRID3
* xyz -2 1
Cs -0.9348 -0.7795 0.3439
C 5.4430 -4.2266 -3.2588
C 3.9966 -4.4085 -2.7800
C 3.5367 -5.8361 -3.1131
C 3.1061 -3.4267 -3.5414
C 3.9254 -4.1861 -1.2681
C 4.6335 -5.0497 -0.4108
C 4.5704 -4.9280 0.9637
C 3.7894 -3.9145 1.5105
S 3.4439 -3.5141 3.1566
C 2.4164 -2.1689 2.6000
N 2.3669 -2.0477 1.3147
C 3.1010 -3.0265 0.6784
C 3.1681 -3.1722 -0.7094
C 1.6966 -1.3379 3.5870
C 2.2342 -1.2060 4.8756
C 1.5534 -0.4659 5.8245
C 0.3516 0.1460 5.4615
C -0.1291 0.0221 4.1654
C 0.4962 -0.7439 3.1567
H 5.5109 -4.3986 -4.3369
H 6.1182 -4.9232 -2.7591
H 5.7904 -3.2128 -3.0510
H 3.4318 -5.9567 -4.1947
H 2.5747 -6.0525 -2.6480
H 4.2539 -6.5789 -2.7591
H 3.1553 -3.6386 -4.6123
H 3.4310 -2.3956 -3.3874
H 2.0628 -3.5022 -3.2325
H 5.2334 -5.8480 -0.8323
H 5.1166 -5.6144 1.5994
H 2.5871 -2.4861 -1.3086
H 3.1903 -1.6568 5.1325
H 1.9559 -0.3490 6.8248
H -0.1985 0.7210 6.2037
H -1.0468 0.5478 3.9116
C -0.8534 -5.9877 -6.7663
C -1.0628 -5.4749 -5.3669
C -2.2027 -4.7612 -5.0268
C -2.3606 -4.2254 -3.7517
C -1.3817 -4.4265 -2.7967
C -0.2528 -5.1761 -3.1094
C -0.0949 -5.6865 -4.3837
S -1.4398 -3.5910 -1.2212
O -1.1028 -4.5997 -0.2388
O -2.7793 -3.0293 -1.1035
O -0.4119 -2.5528 -1.3665
H -1.7662 -5.9039 -7.3570
H -0.5414 -7.0340 -6.7650
H -0.0752 -5.4135 -7.2746
H -2.9731 -4.6028 -5.7745
H -3.2344 -3.6437 -3.4880
H 0.4899 -5.3392 -2.3389
H 0.8037 -6.2421 -4.6320
S -2.2110 3.7074 -2.4049
C -0.6849 4.0366 -1.8713
N -0.2605 3.9729 -0.5996
C 1.1804 4.0053 -0.3897
C 1.7403 4.8299 -1.5442
S 0.6478 4.4575 -2.9443
H -0.8339 3.4228 0.0537
H 1.5818 2.9890 -0.3801
H 1.4049 4.4695 0.5668
H 2.7641 4.5527 -1.7856
H 1.6897 5.8974 -1.3295
C 0.2107 1.1064 -4.0763
N 0.0329 1.2428 -5.5315
C 0.5736 0.0393 -6.1625
N -0.0604 -1.1894 -5.6854
C 0.1202 -1.2573 -4.2235
N -0.4393 -0.0879 -3.5498
C -1.8666 -0.0157 -3.8547
N -2.1070 0.0878 -5.3059
C -1.4121 1.2843 -5.7888
C -1.4998 -1.0809 -5.9453
H -0.2176 1.9814 -3.5915
H 1.2804 1.0598 -3.8544
H 1.6456 -0.0155 -5.9532
H 0.4307 0.1135 -7.2454
H 1.1879 -1.3179 -4.0031
H -0.3609 -2.1553 -3.8409
H -2.2922 0.8604 -3.3619
H -2.3539 -0.9148 -3.4705
H -1.8288 2.1606 -5.2878
H -1.5746 1.3766 -6.8671
H -1.6578 -1.0150 -7.0269
H -1.9872 -1.9820 -5.5700
C 0.5512 6.3918 2.9669
C 0.0023 5.4739 4.0519
C -1.0195 4.4348 3.5888
C -1.3879 3.5940 4.8507
C -2.6318 2.7146 4.8089
C -2.2704 5.1129 3.0684
O -2.6486 6.2150 3.4399
N -2.9736 4.3606 2.1885
C -2.6031 3.0486 1.7433
O -3.5060 2.3697 1.2831
N -1.3075 2.6909 1.8239
C -0.4459 3.4684 2.5219
O 0.7721 3.3815 2.4159
H 1.2063 7.1509 3.4007
H -0.2540 6.9090 2.4424
H 1.1356 5.8069 2.2594
H -0.4793 6.0729 4.8273
H 0.8296 4.9250 4.5064
H -1.4961 4.3055 5.6751
H -0.5114 2.9767 5.0648
H -3.5347 3.2971 4.6173
H -2.7540 2.2198 5.7747
H -2.5652 1.9387 4.0495
H -3.8736 4.6940 1.8792
*
```

Output
M: 1013.1 g mol⁻¹
energy above the lowest of the compared OMol25 structures with the same formula, charge and spin: 116.2 kJ/mol
HOMO: -1.696 eV
HOMO-LUMO gap: 5.334 eV
strongest force on any atom: 2.37 eV Å⁻¹